Entry 1:
{"formula": "C22H53I2N7O9PS7", "method": "wB97M-V/def2-TZVPD", "total_charge": 1, "homo_ev": -10.404, "energy_ha": -5653.93633, "mol_weight_g_mol": 1068.96, "orbital_gap_ev": 6.43, "spin_multiplicity": 1, "max_force_ev_per_a": 6.68, "species": ["C", "P", "O", "N", "C", "C", "S", "C", "N", "N", "C", "O", "C", "N", "C", "I", "N", "I", "N", "C", "C", "O", "C", "N", "H", "H", "H", "H", "H", "H", "H", "H", "H", "H", "H", "H", "H", "H", "H", "H", "H", "C", "S", "O", "C", "H", "H", "H", "H", "H", "H", "C", "S", "O", "C", "H", "H", "H", "H", "H", "H", "C", "S", "O", "C", "H", "H", "H", "H", "H", "H", "C", "S", "O", "C", "H", "H", "H", "H", "H", "H", "C", "S", "O", "C", "H", "H", "H", "H", "H", "H", "C", "S", "O", "C", "H", "H", "H", "H", "H", "H"], "xyz": [[-0.946100, -3.684442, -2.178890], [-0.827709, -1.775178, -2.277096], [-2.405253, -1.119972, -2.359371], [0.012823, -1.243837, -0.757948], [-0.843982, -1.013545, 0.423708], [-0.925083, -2.389518, 1.282224], [-2.421221, -2.181366, 2.395964], [-1.890541, -1.738937, 4.082301], [-0.948026, -2.387631, 4.914544], [-0.777900, -1.843963, 6.133118], [-1.670904, -0.719799, 6.151778], [-2.303098, -0.658458, 4.917778], [1.341444, -1.108169, -0.853178], [1.946312, -1.351145, -2.135783], [3.329396, -1.049961, -1.804076], [4.826288, -1.160544, -3.343789], [3.437372, -0.702793, -0.415178], [5.291724, -0.233568, 0.320043], [2.206818, -0.744447, 0.207745], [2.048105, -0.449648, 1.640903], [1.916184, 1.143664, 1.881925], [2.657114, 1.917814, 0.905588], [2.352186, 1.527759, 3.377104], [1.855711, 0.595141, 4.423740], [-0.214911, -4.128803, -1.434873], [-2.015265, -4.053995, -2.071509], [-0.600666, -4.032233, -3.219737], [-2.440760, -0.210913, -1.986964], [-0.516280, -0.127759, 1.078274], [-1.938125, -0.780790, 0.165438], [0.025165, -2.608680, 1.855544], [-1.216346, -3.249543, 0.581655], [-1.770013, -0.064535, 7.061872], [1.153446, -0.920400, 2.144016], [2.990483, -0.777041, 2.206514], [0.794965, 1.420319, 1.796678], [2.044512, 2.662885, 0.700451], [3.487569, 1.586281, 3.381471], [1.914955, 2.563956, 3.583304], [1.044057, 0.048599, 4.124316], [2.603426, 0.014196, 4.808190], [-1.897280, -6.696450, 3.457136], [-1.570164, -6.607424, 1.685147], [-1.855380, -5.204428, 1.248872], [-2.974789, -7.622592, 1.183715], [-1.152817, -6.092099, 3.976860], [-2.894248, -6.307579, 3.671489], [-1.818085, -7.732609, 3.789643], [-3.904074, -7.175199, 1.541136], [-2.859805, -8.628295, 1.591036], [-2.992821, -7.673581, 0.094832], [0.536924, 5.573465, 1.942376], [-0.279919, 4.090422, 2.562424], [-0.177079, 3.040527, 1.494016], [-1.954086, 4.758889, 2.501610], [1.605789, 5.371838, 1.861009], [0.141856, 5.834525, 0.959462], [0.377381, 6.395722, 2.641024], [-2.193648, 5.069669, 1.483450], [-2.030860, 5.608006, 3.182106], [-2.648968, 3.979651, 2.816174], [2.200525, 9.043368, -2.664373], [0.754891, 8.448767, -1.762676], [1.109909, 8.425313, -0.310841], [0.846466, 6.750522, -2.369489], [2.361406, 10.090220, -2.406099], [3.079885, 8.460978, -2.383864], [2.020196, 8.959216, -3.737364], [1.811816, 6.313406, -2.107673], [0.711468, 6.743057, -3.452263], [0.047970, 6.173206, -1.902022], [-2.379418, -3.539470, -7.681551], [-0.852592, -3.023928, -6.869298], [-0.571813, -4.006440, -5.777605], [-1.542208, -1.545996, -6.097875], [-2.192940, -4.479036, -8.202194], [-3.165264, -3.685977, -6.938589], [-2.681754, -2.779608, -8.404046], [-2.380181, -1.819608, -5.454043], [-1.873600, -0.850069, -6.870478], [-0.762617, -1.075350, -5.497736], [-5.556874, -2.766319, 0.999922], [-6.348121, -4.245689, 1.666948], [-6.294125, -5.297731, 0.608477], [-8.022325, -3.571189, 1.675172], [-4.494784, -2.972364, 0.872613], [-5.995312, -2.511342, 0.033285], [-5.683342, -1.938223, 1.699763], [-8.305734, -3.266898, 0.666270], [-8.067245, -2.716760, 2.352616], [-8.704615, -4.346032, 2.025278], [8.323720, 3.765784, -2.984906], [6.922648, 3.995398, -1.870175], [6.896447, 5.433541, -1.474491], [7.630949, 3.067779, -0.491883], [8.117543, 4.300334, -3.912432], [9.231184, 4.165806, -2.529599], [8.447849, 2.702903, -3.200012], [8.582462, 3.510885, -0.193461], [7.777827, 2.027858, -0.790679], [6.933897, 3.108229, 0.346057]], "forces_ev_per_angstrom": [[-0.462, -0.128, -0.465], [0.680, -0.024, -2.571], [1.045, -0.494, 1.875], [-1.849, 0.118, 0.538], [-0.262, -0.647, 1.947], [-0.144, 1.193, -0.441], [0.638, 0.270, 1.582], [3.748, -0.329, 5.211], [-1.690, -0.057, -3.079], [-3.798, 4.184, -1.232], [2.647, -4.428, -1.947], [-0.207, 0.344, 0.317], [0.538, -0.019, -0.679], [4.217, 1.821, 4.845], [-4.175, -0.303, 1.639], [-1.183, 0.150, 1.539], [1.689, -0.629, -3.845], [-0.664, -0.002, 0.355], [-1.199, -1.206, -2.751], [1.030, 1.770, 1.391], [-1.213, -0.256, 0.796], [-1.316, -0.228, 0.766], [-0.088, 0.195, -0.804], [0.487, 0.306, -0.700], [-1.121, 0.607, -0.610], [1.358, 0.361, 0.293], [-0.490, 0.776, 1.358], [0.086, -0.695, -0.493], [-0.291, -1.283, -1.095], [1.780, -0.294, -0.228], [-1.264, 0.027, -0.636], [0.469, 1.094, 1.323], [-0.457, -0.506, -1.731], [1.220, 0.146, -1.160], [-1.289, 0.038, -1.066], [1.952, -0.585, 0.013], [0.582, -0.654, 0.051], [-1.365, -0.012, 0.173], [0.807, -1.239, -0.363], [0.533, 0.183, 0.373], [-0.658, 0.084, -0.290], [-0.023, 0.133, 0.065], [-0.154, -0.248, 0.101], [-0.050, -0.104, 0.016], [-0.095, 0.075, -0.032], [-0.015, -0.011, -0.114], [0.027, 0.005, -0.104], [0.029, 0.026, -0.091], [0.062, 0.075, -0.033], [0.090, 0.060, -0.001], [0.072, 0.062, 0.079], [0.032, -0.119, -0.130], [-0.162, 0.547, 0.205], [-0.179, 0.394, -0.299], [-0.091, -0.121, -0.096], [-0.071, -0.032, 0.065], [-0.016, -0.012, 0.065], [0.000, -0.074, -0.011], [0.104, -0.025, 0.020], [0.089, -0.063, -0.002], [0.125, 0.001, 0.012], [0.119, -0.019, 0.011], [0.107, 0.063, 0.141], [-0.052, -0.199, -0.352], [0.085, -0.111, 0.018], [-0.110, -0.084, 0.043], [-0.079, -0.012, 0.057], [-0.063, 0.006, 0.056], [-0.003, 0.091, 0.026], [-0.023, 0.044, 0.050], [0.000, 0.125, -0.007], [-0.089, -0.065, 0.028], [-0.027, -0.092, 0.108], [-0.186, 0.273, -0.105], [-0.048, 0.056, 0.071], [0.090, 0.079, 0.068], [0.091, 0.018, 0.034], [0.077, -0.008, 0.029], [0.039, -0.061, -0.027], [0.038, -0.070, -0.023], [0.012, -0.121, -0.047], [-0.051, 0.087, -0.177], [0.014, -0.139, -0.189], [-0.003, 0.335, 0.250], [-0.084, 0.039, -0.062], [-0.151, -0.156, 0.029], [-0.058, -0.098, 0.040], [0.009, -0.067, 0.025], [0.083, -0.055, 0.008], [0.050, -0.054, 0.005], [0.138, -0.009, -0.010], [0.111, 0.004, -0.009], [0.025, 0.301, 0.025], [0.057, -0.504, -0.089], [0.098, -0.023, 0.131], [-0.084, -0.010, 0.114], [-0.089, 0.022, 0.041], [-0.053, 0.029, 0.020], [-0.052, 0.037, -0.056], [-0.004, 0.040, -0.071], [-0.032, 0.089, -0.114]], "lowdin_charge": [-0.235, 0.975, -0.326, -0.208, -0.245, -0.389, 0.942, -0.509, -0.044, 0.007, -0.079, -0.063, -0.306, 0.068, -0.742, 0.869, -0.519, 1.014, -0.029, -0.090, -0.348, -0.096, -0.205, 0.005, 0.050, 0.060, 0.031, 0.057, 0.117, 0.099, 0.089, 0.048, 0.142, 0.103, 0.111, 0.098, 0.091, 0.128, 0.095, 0.053, 0.075, -0.258, 0.832, -0.599, -0.253, 0.050, 0.060, 0.056, 0.054, 0.057, 0.055, -0.243, 0.842, -0.575, -0.252, 0.057, 0.047, 0.068, 0.062, 0.061, 0.053, -0.266, 0.808, -0.566, -0.277, 0.053, 0.060, 0.054, 0.056, 0.053, 0.040, -0.269, 0.810, -0.570, -0.283, 0.052, 0.059, 0.054, 0.050, 0.053, 0.032, -0.293, 0.798, -0.557, -0.269, -0.008, 0.062, 0.051, 0.058, 0.053, 0.052, -0.268, 0.789, -0.549, -0.289, 0.052, 0.061, 0.051, 0.061, 0.031, 0.040]}

Entry 2:
{"formula": "C22H54BrNO5S", "method": "wB97M-V/def2-TZVPD", "smiles": "COCCN(S)C[C@H](C)Br.CCOCC.CCOCC.CCOCC.CCOCC", "de_lowest_kcal_mol": 5.05, "total_charge": 0, "homo_ev": -8.993, "energy_ha": -4273.65811, "mol_weight_g_mol": 524.65, "orbital_gap_ev": 9.57, "spin_multiplicity": 1, "max_force_ev_per_a": 0.85, "species": ["C", "O", "C", "C", "N", "S", "C", "C", "C", "Br", "H", "H", "H", "H", "H", "H", "H", "H", "H", "H", "H", "H", "H", "H", "C", "C", "O", "C", "C", "H", "H", "H", "H", "H", "H", "H", "H", "H", "H", "C", "C", "O", "C", "C", "H", "H", "H", "H", "H", "H", "H", "H", "H", "H", "C", "C", "O", "C", "C", "H", "H", "H", "H", "H", "H", "H", "H", "H", "H", "C", "C", "O", "C", "C", "H", "H", "H", "H", "H", "H", "H", "H", "H", "H"], "xyz": [[2.614147, -0.332144, 1.826018], [1.446409, -0.892212, 1.277645], [1.357772, -0.856488, -0.122136], [0.869620, 0.488813, -0.680399], [-0.061774, 1.170466, 0.236582], [0.517655, 2.720315, 0.707574], [-1.433791, 1.288472, -0.287025], [-2.247830, 0.024094, -0.157747], [-2.160050, -0.604158, 1.215940], [-1.810519, -1.323670, -1.511902], [2.921272, -0.935418, 2.677545], [3.437192, -0.294388, 1.109751], [2.436489, 0.683724, 2.184384], [2.335735, -1.078061, -0.563545], [0.687055, -1.663276, -0.411128], [0.362865, 0.308296, -1.628086], [1.720766, 1.134365, -0.886440], [0.487546, 2.543450, 2.032768], [-1.943270, 2.011633, 0.347887], [-1.462312, 1.682670, -1.306473], [-3.275584, 0.276361, -0.404887], [-2.321920, 0.162607, 1.972222], [-2.917084, -1.376564, 1.330863], [-1.181858, -1.050374, 1.375513], [-1.279530, 6.327681, -4.051436], [-1.908565, 5.183731, -3.275379], [-1.147795, 4.748823, -2.163157], [-0.908006, 5.713757, -1.151593], [-2.167335, 6.258052, -0.500840], [-0.277405, 6.057437, -4.385495], [-1.887133, 6.555709, -4.927580], [-1.206289, 7.238164, -3.455421], [-1.986451, 4.304084, -3.915172], [-2.927893, 5.446747, -2.968550], [-0.288193, 6.533488, -1.533049], [-0.317617, 5.170958, -0.416136], [-2.785737, 6.821873, -1.200514], [-1.897843, 6.929555, 0.315039], [-2.768326, 5.443770, -0.093399], [0.165375, -0.870401, 4.842382], [1.294154, -1.828319, 5.177814], [2.187549, -1.357251, 6.170118], [1.620815, -1.090241, 7.439048], [0.978474, -2.296451, 8.102536], [0.564480, 0.095775, 4.530182], [-0.429842, -1.275314, 4.023653], [-0.499597, -0.705912, 5.691801], [1.913887, -1.979016, 4.294395], [0.893904, -2.811833, 5.451160], [0.903278, -0.263561, 7.376734], [2.457595, -0.739757, 8.043169], [0.117158, -2.663984, 7.543614], [0.632018, -2.026161, 9.100549], [1.698075, -3.110700, 8.194668], [-4.627901, -1.278997, -6.895255], [-3.970424, 0.035523, -7.280024], [-4.090512, 1.053086, -6.304037], [-3.519289, 0.766909, -5.039511], [-2.026049, 0.495090, -5.069302], [-5.682603, -1.125891, -6.664643], [-4.552942, -1.984429, -7.723372], [-4.152642, -1.738546, -6.027711], [-4.457322, 0.446340, -8.164644], [-2.918280, -0.128456, -7.541496], [-4.044921, -0.064594, -4.555545], [-3.718902, 1.657782, -4.443112], [-1.779661, -0.406542, -5.631868], [-1.671560, 0.351562, -4.048905], [-1.490804, 1.333641, -5.517440], [2.305428, -4.198935, 1.240594], [3.151062, -5.307605, 0.641024], [4.327218, -4.849570, -0.003041], [5.233169, -4.122772, 0.805457], [5.765897, -4.895489, 1.999753], [2.035980, -3.466925, 0.481234], [1.387684, -4.612123, 1.660547], [2.824449, -3.672327, 2.043079], [2.592440, -5.820133, -0.142238], [3.393553, -6.058510, 1.402518], [4.785254, -3.177247, 1.135312], [6.053923, -3.868674, 0.134614], [4.979207, -5.145733, 2.712437], [6.506786, -4.293310, 2.526607], [6.240030, -5.822341, 1.674898]], "forces_ev_per_angstrom": [[0.020, 0.262, 0.166], [0.072, -0.321, 0.135], [0.085, 0.032, -0.112], [-0.026, -0.076, 0.242], [-0.196, 0.652, -0.516], [0.053, -0.185, 0.022], [0.281, -0.038, 0.228], [-0.200, -0.063, 0.149], [-0.042, -0.191, -0.092], [-0.207, -0.214, -0.236], [0.040, -0.079, 0.048], [0.039, -0.092, -0.122], [-0.029, 0.130, -0.042], [0.054, -0.056, -0.088], [-0.110, 0.067, 0.074], [0.106, -0.009, -0.132], [0.061, 0.078, 0.071], [0.031, -0.076, 0.187], [-0.051, 0.093, 0.009], [0.039, -0.014, -0.132], [-0.060, 0.008, -0.005], [0.008, 0.070, 0.094], [-0.045, -0.045, 0.011], [0.099, 0.081, 0.086], [0.037, 0.006, 0.043], [-0.052, -0.016, -0.054], [0.003, -0.051, -0.002], [0.034, -0.047, 0.024], [-0.034, -0.032, -0.047], [0.012, 0.000, -0.004], [-0.005, -0.015, -0.020], [-0.031, 0.004, -0.003], [-0.020, -0.002, -0.019], [0.019, 0.021, 0.019], [-0.032, -0.008, -0.040], [0.024, 0.096, 0.053], [0.016, 0.023, 0.003], [0.010, -0.004, 0.019], [-0.004, -0.004, 0.004], [0.000, 0.057, 0.069], [-0.032, -0.081, -0.104], [0.051, 0.006, -0.038], [-0.003, 0.044, 0.070], [0.012, -0.031, -0.049], [0.006, 0.009, -0.016], [0.020, -0.004, -0.036], [-0.020, -0.030, -0.014], [-0.001, -0.036, 0.001], [-0.024, 0.028, 0.043], [-0.015, -0.022, -0.024], [-0.006, 0.013, 0.020], [-0.019, 0.023, 0.010], [0.013, 0.007, 0.017], [0.000, -0.008, 0.000], [-0.004, 0.023, 0.058], [0.007, -0.029, -0.081], [-0.014, 0.038, 0.005], [-0.014, 0.006, 0.068], [-0.008, 0.038, -0.063], [-0.012, -0.003, 0.004], [-0.010, 0.002, -0.023], [0.024, -0.009, -0.020], [0.007, -0.011, -0.017], [0.000, -0.005, 0.035], [0.012, -0.015, -0.025], [0.000, 0.003, 0.026], [-0.016, -0.020, 0.029], [0.047, 0.014, 0.008], [0.006, 0.003, 0.003], [0.040, 0.024, 0.002], [-0.054, -0.041, 0.037], [0.011, -0.021, -0.040], [0.047, 0.063, 0.000], [-0.034, -0.045, -0.014], [-0.013, 0.018, -0.011], [-0.018, -0.019, -0.014], [-0.018, -0.024, 0.026], [-0.015, -0.005, 0.004], [0.033, 0.028, 0.008], [-0.022, -0.020, 0.012], [0.015, 0.017, 0.006], [-0.003, 0.029, 0.011], [0.020, 0.007, -0.008], [0.001, -0.008, 0.003]], "lowdin_charge": [-0.099, -0.213, -0.250, -0.248, -0.487, 0.838, -0.327, -0.693, -0.138, 0.749, 0.071, 0.092, 0.072, 0.121, 0.061, 0.072, 0.090, -0.139, 0.100, 0.113, 0.084, 0.087, 0.075, 0.057, -0.077, -0.282, -0.176, -0.290, -0.075, 0.081, 0.077, 0.066, 0.112, 0.109, 0.110, 0.059, 0.066, 0.077, 0.078, -0.068, -0.277, -0.157, -0.284, -0.081, 0.080, 0.071, 0.068, 0.094, 0.111, 0.107, 0.118, 0.065, 0.076, 0.081, -0.080, -0.285, -0.160, -0.282, -0.082, 0.081, 0.076, 0.066, 0.117, 0.107, 0.106, 0.114, 0.070, 0.026, 0.081, -0.067, -0.275, -0.158, -0.283, -0.079, 0.064, 0.084, 0.062, 0.118, 0.108, 0.101, 0.118, 0.066, 0.076, 0.081]}